Record 1
# C20H36Cl9FO4

A cluster of 5 separate species, C20H36Cl9FO4 in total at a distorted geometry (ωB97M-V/def2-TZVPD, OMol25).

Structure (XYZ):
```
70
Properties=species:S:1:pos:R:3:forces:R:3:mulliken_charge:R:1
Cl 5.96167 -1.66514 -1.25012 -0.05 0.10 0.03 -0.16
Cl 3.65281 3.88585 2.35950 0.02 0.24 -0.04 -0.09
Cl -6.67642 -0.27470 4.98703 -0.04 -0.08 -0.04 -0.16
Cl -2.04719 -6.77184 -3.27512 0.01 0.12 -0.01 -0.15
Cl -3.98302 -0.39668 3.87807 0.13 -0.18 0.03 -0.13
Cl 6.42052 -3.99784 -2.93745 -0.02 -0.03 -0.09 -0.18
Cl 5.60579 2.21235 3.73219 0.06 0.05 0.01 -0.14
Cl -0.09421 -8.44534 -1.90242 0.09 0.03 0.05 -0.16
Cl -1.23912 -4.71064 0.60277 -0.09 1.91 0.20 -0.26
F 2.95426 3.12911 -3.06906 -2.48 -0.48 1.63 -0.37
O 2.77103 0.37505 -1.78807 -2.07 -2.48 -2.26 -0.34
O 0.58880 -0.21087 -2.21112 1.84 -1.15 -1.32 -0.43
O -4.51330 0.74281 0.25361 -1.40 2.21 -0.08 -0.16
O 2.34600 -1.12634 -3.82408 -2.75 4.98 7.58 -0.59
C -5.55435 -1.19988 3.98202 -0.18 -0.34 -0.17 -0.26
C 5.64206 -2.41515 -2.81868 -0.29 0.15 -0.33 -0.05
C 1.95628 -0.43221 -2.75118 0.74 -0.50 -0.97 0.50
C 2.34613 0.52299 2.11942 0.19 -0.84 0.60 -0.59
C -2.89580 2.68780 0.96421 -0.97 1.09 -0.10 -0.41
C -5.42732 0.95146 -0.87983 -0.38 -0.72 -0.85 -0.67
C -0.72354 0.64603 -0.09691 0.03 1.02 0.24 -0.69
C 0.21340 -2.18765 1.08281 -1.43 -1.03 -0.57 -0.48
C -0.49021 -6.80810 -2.43875 0.25 0.33 0.06 0.24
C 1.96530 0.82565 -0.60509 1.30 0.40 0.06 0.17
C 1.82709 2.44563 -0.81464 0.56 0.73 -0.44 -0.33
C 0.59056 -0.11556 -0.71317 2.22 0.15 -0.54 1.54
C 0.92182 -1.66728 -0.30079 -0.51 -1.06 0.65 -1.06
C -4.38081 1.93968 1.09789 1.19 0.57 1.66 -0.41
C 1.65264 2.93406 -2.36976 -0.40 0.74 -0.29 -0.34
C -2.36415 2.82331 -0.57947 -0.03 -0.08 -0.35 -0.65
C -1.60844 1.49965 -1.18007 -0.29 -0.10 -0.94 0.17
C 5.20979 3.84959 3.19587 0.30 0.28 0.10 -0.33
C -1.26757 -2.82103 0.63258 -0.53 1.48 -0.24 -0.38
C 3.01480 0.54715 0.62283 0.56 -0.32 0.43 -0.37
H 2.06173 -1.93077 -0.23203 -2.07 1.03 -0.30 0.31
H 1.17748 0.46620 2.09407 2.23 0.17 0.01 -0.02
H -5.41873 -2.19155 4.42053 0.03 0.34 -0.02 0.33
H -2.14601 -2.41602 1.33027 1.95 -1.37 -1.33 0.25
H -4.78167 1.19178 -1.83897 -1.44 -0.52 1.76 0.21
H 2.66566 1.42258 2.81560 -0.68 -1.86 -1.71 0.13
H 0.48895 -2.34398 -1.18398 0.95 1.56 1.94 0.38
H 4.56323 -2.53922 -2.94050 0.30 0.03 0.09 0.08
H 1.11075 3.99358 -2.37712 1.37 -2.20 0.03 0.25
H -1.56539 -2.49721 -0.47057 0.78 -0.78 2.38 0.27
H -5.21514 2.74734 0.95379 1.43 -1.69 -0.18 0.33
H 5.98853 4.19852 2.51329 -0.26 -0.19 0.11 0.26
H -3.28501 3.03847 -1.30800 1.91 -0.42 1.71 0.29
H 0.97248 2.95449 -0.19375 1.50 -1.21 -1.14 0.18
H -0.03092 -1.33348 1.85701 0.83 -1.79 -1.55 0.12
H -3.09128 3.80227 1.34546 0.45 -2.38 -0.70 0.40
H -1.46692 -0.04026 0.49436 1.61 1.04 -1.27 0.04
H 6.03044 -1.76747 -3.60841 -0.03 -0.19 0.29 0.28
H 1.00909 2.22638 -3.04456 1.47 1.16 1.41 0.21
H -0.30774 1.43200 0.69942 -0.78 -1.84 -1.68 0.14
H 3.57000 -0.48437 0.39519 -1.41 2.26 0.52 0.00
H 0.28853 -6.45917 -3.12132 -0.25 -0.21 0.10 0.25
H -6.22100 1.79855 -0.73128 1.66 -1.44 -0.01 0.30
H -0.97124 1.87883 -2.11584 -1.23 -1.04 2.18 0.07
H 2.72718 -0.47256 2.65470 -0.93 2.20 -1.06 0.22
H -4.44763 1.60159 2.24053 0.01 0.60 -2.61 0.06
H 3.89338 1.35502 0.64757 -2.10 -1.67 -0.41 0.36
H -2.12630 2.22831 1.72004 -1.39 0.70 -1.71 0.15
H 0.78326 -3.10711 1.58677 -1.03 2.37 -1.06 0.41
H 2.84286 2.93729 -0.42534 -2.24 -1.12 -0.93 0.36
H -5.97250 -1.29494 2.97698 0.14 0.17 0.25 0.22
H 5.16100 4.50732 4.06708 -0.09 -0.25 -0.21 0.32
H -0.53900 -6.15037 -1.56754 -0.09 -0.26 -0.22 -0.16
H -1.64824 3.75950 -0.71418 -1.40 -1.95 0.56 0.29
H -2.42759 0.77402 -1.61565 1.68 1.40 0.86 0.19
H -6.04755 -0.05747 -1.02863 1.55 2.17 0.20 0.21
```
Forces are in eV/Å.

Properties
HOMO level in eV: -10.01
LUMO energy in eV: 0.26
DFT total energy in eV: -144924.76051
Total charge: 0

Record 2
# C20H36ClFN2O5P

A cluster of 3 separate species, C20H36ClFN2O5P in total at a distorted geometry (ωB97M-V/def2-TZVPD, OMol25).

Structure (XYZ):
```
66
Properties=species:S:1:pos:R:3:forces:R:3:mulliken_charge:R:1
Cl 1.86428 -4.42155 -1.97527 -0.19 -0.01 -0.16 0.06
P 0.22978 -1.17733 -0.25057 -0.04 1.93 3.28 1.05
F -3.35219 2.07299 -2.36278 0.78 -1.81 0.39 -0.29
O 1.67984 -1.74548 0.28924 -1.72 -0.38 -1.55 -0.47
O -0.94266 -2.24513 0.27215 2.19 0.26 -1.66 -0.44
O 2.87447 -3.40625 -2.86807 -0.94 1.01 -0.22 -0.26
O -4.31845 0.27320 -3.15695 0.69 -0.15 0.16 -0.44
O 3.40762 -1.40548 -2.07223 -1.32 0.05 -1.02 -0.30
N 0.05596 0.27652 0.34357 -1.13 -1.82 -0.61 -0.77
N -1.29683 -0.47676 -4.08867 2.11 -0.84 0.11 0.01
C 0.10328 -1.07600 -2.10644 0.91 -0.76 -3.76 0.40
C -3.61737 -0.51229 2.98852 0.06 -0.20 -0.03 -1.40
C 1.18117 -1.46052 -3.07871 -1.66 0.07 -0.71 0.62
C -0.29249 -0.82404 -4.98936 1.91 -0.76 0.73 -0.46
C 5.91614 0.40270 1.39826 0.09 -0.04 -0.07 -0.79
C 0.99444 -1.32731 -4.55222 -2.11 0.62 2.33 -0.66
C 3.69292 1.61534 1.06737 -0.14 0.06 -0.13 -1.20
C 8.40398 1.78820 0.08675 -0.03 0.12 -0.11 -1.18
C -4.32531 -0.80552 1.67115 0.06 0.12 0.02 0.18
C 6.70496 1.58004 1.97663 -0.09 0.08 0.07 -0.78
C -8.03473 -0.54368 1.07514 -0.04 -0.11 0.10 -1.17
C -7.29117 -0.02135 2.29849 -0.01 0.08 -0.11 -0.39
C -3.42552 0.70168 -2.50340 -0.53 0.30 -0.19 0.28
C 7.36127 2.49643 0.94302 0.07 -0.09 0.09 -0.34
C -2.34760 -0.19926 -1.79147 -0.54 0.57 -0.45 0.20
C -5.04860 0.40835 1.09012 -0.02 -0.05 -0.18 -0.40
C 2.55835 -2.04319 -2.61616 1.01 0.07 1.16 -0.02
C -1.15107 -0.58071 -2.72237 0.85 -0.08 1.37 -0.09
C 4.79203 0.78304 0.43445 0.14 -0.13 0.06 0.17
C -6.18047 0.97110 1.95205 0.01 0.07 0.12 -1.02
H 7.96250 0.98392 -0.50588 0.04 0.00 0.03 0.27
H 6.04777 2.18200 2.61232 0.01 -0.04 -0.01 0.30
H -5.43962 0.14180 0.10136 -0.06 0.02 0.02 0.34
H -2.88381 0.28969 2.86667 -0.05 0.04 0.06 0.28
H -0.58144 -3.13751 0.06326 -0.64 0.27 0.40 0.32
H 9.19534 1.36339 0.70891 -0.04 -0.03 -0.04 0.30
H 6.60226 2.95067 0.29878 -0.01 -0.01 0.04 0.24
H -5.01966 -1.63932 1.80666 -0.01 0.04 -0.05 0.37
H 1.80864 -1.64193 -5.25572 -1.10 0.45 0.71 0.48
H -6.88744 -0.86195 2.87096 0.01 0.04 0.01 0.24
H -8.83667 -1.21864 1.38102 0.02 0.03 -0.09 0.38
H -2.17296 -0.16289 -4.52884 0.21 -0.11 0.69 0.29
H -5.76540 1.37233 2.88166 0.02 0.00 -0.05 0.35
H -3.57864 -1.14401 0.94199 -0.02 -0.09 0.01 -0.21
H -4.32149 -0.21916 3.76830 0.05 0.03 -0.02 0.39
H 1.70739 -1.55035 1.25307 0.03 0.15 -0.62 0.35
H 8.86441 2.49420 -0.60790 0.03 -0.08 0.01 0.37
H -8.00840 0.47963 2.95440 0.07 -0.03 0.02 0.39
H 5.49188 -0.17037 2.23060 -0.01 0.01 -0.02 0.38
H 4.33992 -0.13606 0.04831 0.10 0.02 -0.06 -0.03
H -0.78153 0.27546 0.94801 0.54 0.41 -0.14 0.22
H -6.62010 1.82679 1.42787 0.01 -0.05 0.03 0.39
H -7.37379 -1.09993 0.40631 -0.04 0.02 -0.02 0.26
H 6.60262 -0.27883 0.88623 -0.01 0.02 0.03 0.31
H -0.49343 -0.73101 -6.08353 -0.12 0.05 1.23 0.39
H -2.03034 0.32448 -0.85388 0.27 -0.50 -0.98 0.19
H 3.24105 1.07498 1.90393 -0.05 0.09 0.01 0.23
H 7.48037 1.18234 2.64090 -0.03 0.03 -0.04 0.40
H 4.05007 2.57792 1.43756 0.02 -0.05 0.00 0.37
H -2.87109 -1.15457 -1.48707 0.46 1.03 -0.41 0.30
H 2.91738 1.81043 0.32269 -0.10 0.05 0.18 0.32
H 5.19897 1.31391 -0.43144 0.03 -0.05 0.00 0.31
H 7.84720 3.32104 1.47251 -0.07 0.00 -0.02 0.38
H -4.31647 1.20732 0.91710 0.01 0.01 0.04 0.35
H -3.08857 -1.40166 3.33900 0.00 0.08 0.05 0.39
H -8.48294 0.27814 0.51164 0.04 -0.04 -0.02 0.30
```
Forces are in eV/Å.

Properties
HOMO level in eV: -12.42
LUMO energy in eV: -5.56
DFT total energy in eV: -59061.77780
Total charge: +1

Record 3
# C20H36F6MnO8

A structure of composition C20H36F6MnO8 at a distorted geometry (ωB97M-V/def2-TZVPD, OMol25).

Structure (XYZ):
```
71
Properties=species:S:1:pos:R:3:forces:R:3:lowdin_spin:R:1
Mn 0.07678 -0.24425 -0.16641 -0.27 -1.51 0.28 4.71
F -3.55394 -1.58592 -3.53134 -0.17 0.33 -0.60 0.00
F -3.62230 -1.55968 -1.38877 -0.14 -0.36 -0.02 0.00
F -2.60422 0.04006 -2.36149 -0.40 0.06 -0.76 0.00
F 2.91642 -0.46048 2.88192 -0.11 0.03 0.44 0.00
F 1.42369 0.13957 4.34484 0.09 0.03 0.20 0.00
F 2.52708 -1.71570 4.59000 -0.20 -0.09 0.20 0.00
O 2.17023 -0.09020 -0.83144 -0.15 0.28 -0.33 0.03
O 0.73610 -1.24049 1.53858 0.20 1.33 0.15 0.06
O 0.67297 1.61124 1.02748 -0.58 -0.14 0.26 0.02
O -0.03739 1.39600 -1.62619 -0.25 -0.23 0.02 0.03
O -0.75797 -1.88285 -1.28247 -0.56 0.74 0.57 0.05
O -0.71319 -1.44156 -3.46537 -0.07 -0.42 -0.52 0.00
O -1.97462 0.32886 0.36925 0.07 0.78 -0.16 0.03
O -0.41238 -1.62426 3.44535 0.09 0.80 0.57 0.00
C 0.10621 -1.19585 -5.66210 0.10 -0.57 -0.86 0.00
C -1.87522 -2.50271 5.16368 -0.17 1.68 0.38 0.00
C 3.74066 0.81167 -2.37085 0.50 0.21 -0.68 0.00
C -0.42829 -2.22606 4.70237 -1.45 -2.13 0.37 0.00
C 1.34226 2.19748 1.84013 0.58 1.04 -0.28 0.01
C 0.86277 -1.64493 2.79486 -0.85 -1.39 -1.52 0.01
C -3.27102 -1.17441 1.61293 -0.75 0.53 -0.59 0.00
C -1.31864 3.40193 -1.65975 0.48 -0.68 0.11 0.00
C -3.22835 1.39584 2.08731 0.37 -0.24 -0.93 0.00
C -0.78382 -2.02095 -4.74740 0.00 0.92 -0.50 0.00
C -2.83393 -1.29035 -2.45516 0.88 0.05 1.82 0.00
C -2.77652 0.20781 1.26910 0.64 -0.80 0.58 0.01
C 0.76262 2.86285 3.07393 -0.14 -0.54 0.01 0.00
C 4.00295 -1.45427 -1.27037 1.55 -0.90 -0.63 0.00
C 2.80007 2.45989 1.56740 0.70 0.15 1.09 0.00
C -1.47607 -2.04126 -2.39219 1.46 0.34 0.43 0.01
C -0.49629 2.29478 -2.28708 0.89 0.43 -0.74 0.01
C -0.03598 2.40813 -3.74972 -1.34 0.72 1.03 0.00
C 3.18594 -0.23754 -1.47072 -0.29 -0.06 0.80 0.01
C 1.92450 -0.92608 3.69449 0.20 0.29 -1.57 0.00
H 1.06270 3.90861 3.11115 -0.03 0.04 -0.04 0.00
H 3.40807 1.92657 2.30890 -0.17 -0.33 -0.18 0.00
H -1.78892 -1.91524 -5.17469 -0.10 -0.37 0.17 0.00
H 4.42484 1.43887 -1.79103 -0.04 -0.04 0.11 0.00
H -2.34389 -1.55181 5.45467 0.14 -0.02 0.25 0.00
H -0.80932 1.92443 -4.34848 0.27 -0.33 -0.16 0.00
H 4.35766 0.34197 -3.13846 -0.02 0.04 -0.05 0.00
H -0.32107 2.76276 3.07956 0.00 0.08 -0.12 0.00
H -2.27214 3.55220 -2.15958 -0.03 0.06 -0.02 0.00
H 5.03732 -1.29344 -1.59528 -0.02 0.25 0.16 0.00
H 3.14361 2.20035 0.57272 -0.29 -0.11 -0.09 0.00
H 3.01975 1.46269 -2.85722 -0.29 -0.11 0.27 0.00
H 3.70502 -2.26308 -1.94598 -0.50 0.08 0.16 0.00
H -0.02736 -3.25162 4.66807 0.62 0.20 -0.36 0.00
H -4.31168 1.43125 1.97267 -0.07 0.20 0.71 0.00
H 0.09746 -1.72991 5.52208 0.08 0.46 -0.26 0.00
H 1.16507 -1.19729 -5.39959 -0.11 0.19 0.42 0.00
H -0.28053 -0.18679 -5.79605 0.15 0.11 0.27 0.00
H 3.06511 3.49174 1.81911 -0.28 0.13 -0.35 0.00
H 4.04586 -1.83511 -0.25364 -0.51 0.15 0.06 0.00
H 0.08411 -1.65368 -6.65951 -0.11 0.03 0.03 0.00
H -2.70522 -1.90989 1.04670 0.32 -0.02 0.39 0.00
H -1.42918 3.13102 -0.61116 -0.31 0.08 -0.02 0.00
H -0.70831 4.30496 -1.72155 -0.16 0.14 -0.11 0.00
H -1.63358 -3.11320 -2.56857 -0.36 -0.12 -0.50 0.00
H 1.13342 -2.70788 2.70252 0.54 -0.29 0.95 0.00
H -4.28485 -1.22966 1.19234 -0.08 0.02 0.19 0.00
H -0.07124 3.46298 -4.02956 0.34 -0.05 -0.15 0.00
H 0.94437 1.96190 -3.83527 -0.01 -0.16 -0.29 0.00
H -3.34944 -1.33527 2.68446 0.21 -0.12 0.01 0.00
H -2.83114 1.27510 3.09443 -0.57 -0.15 0.23 0.00
H -2.77820 2.30018 1.68093 -0.10 -0.01 -0.14 0.00
H -1.83628 -3.12771 6.05483 -0.15 -0.12 -0.06 0.00
H 1.12566 2.37508 3.98073 0.16 0.06 -0.13 0.00
H -0.48218 -3.07254 -4.79211 -0.04 -0.07 0.37 0.00
H -2.60655 -2.87482 4.44703 0.65 -0.57 -0.35 0.00
```
Forces are in eV/Å.

Properties
HOMO level (spin up / spin down) in eV: -7.67 / -7.97
LUMO energy (spin up / spin down) in eV: 0.39 / 0.38
DFT total energy in eV: -85330.11203
2S+1: 6
Total charge: 0

Record 4
# C20H36N3O7PS

A cluster of 3 separate species, C20H36N3O7PS in total (ωB97M-V/def2-TZVPD, OMol25).

Structure (XYZ):
```
68
Properties=species:S:1:pos:R:3:forces:R:3:mulliken_charge:R:1
S -0.55929 3.22898 0.16254 0.03 0.21 -0.11 -0.20
P -0.32982 -1.71524 2.26058 0.00 0.10 0.39 -0.14
O 2.25275 -1.11193 3.02370 0.49 -0.07 0.08 -0.49
O 2.85334 -0.36165 0.10399 0.19 -0.22 0.43 -0.33
O 2.28291 -1.05582 -3.36893 -0.02 -0.04 0.17 -0.71
O -4.82322 0.26338 -0.45128 -0.05 -0.04 -0.06 -0.66
O 2.83566 -4.62648 -0.32212 -0.26 -0.16 -0.04 -0.56
O 3.71784 -2.82685 -1.34238 -0.28 0.43 0.33 -0.43
O 3.50650 1.55181 1.05598 -0.02 0.31 -0.25 -0.57
N -6.97679 0.64352 -0.94900 -0.03 -0.02 -0.01 -0.19
N 1.40551 -0.97305 5.30550 0.11 0.04 0.33 -0.55
N 3.65499 -0.19289 -4.91060 0.01 0.01 -0.02 -0.16
C 4.54536 0.78702 -5.49750 -0.02 -0.06 -0.01 -0.84
C 1.19896 3.08041 2.37274 -0.05 0.13 0.00 -1.00
C 2.66521 0.72071 0.89439 0.03 -0.04 0.00 0.00
C -5.74427 1.05728 -0.55703 0.03 0.05 0.02 0.81
C -0.07600 -3.44565 1.67010 -0.07 -0.14 -0.09 0.03
C 1.34427 -0.89988 1.89505 -0.50 -0.18 -0.64 1.33
C -8.17445 1.43751 -1.12627 0.03 -0.07 0.00 -0.84
C -5.56078 2.52808 -0.25857 0.03 -0.02 0.00 -1.12
C 3.19077 -3.48486 -0.27595 0.20 0.06 -0.18 0.30
C -1.39941 -0.97096 0.96371 0.14 0.27 -0.05 -0.64
C 1.80487 -1.03062 4.22833 -0.34 0.01 -0.28 0.59
C 3.00142 -0.13054 -3.72267 0.08 0.00 -0.09 0.79
C 3.06016 -2.61594 0.95289 0.02 -0.04 -0.08 -0.55
C 1.30386 0.60673 1.54600 0.15 -0.37 0.47 0.40
C 2.09636 -1.46679 0.66349 -0.13 0.29 -0.13 -0.50
C -1.39413 -4.23247 1.70804 0.16 -0.15 0.06 -1.45
C -2.09120 0.31385 1.45322 0.00 -0.35 -0.08 -0.17
C 1.08828 1.57542 2.70078 0.06 -0.10 0.03 -1.17
C 3.21027 1.11248 -2.88834 -0.08 -0.09 0.04 -0.74
C 1.06753 3.54872 0.92675 0.05 0.15 -0.02 -0.50
H -2.17545 -3.77308 1.10314 0.01 0.00 0.04 0.36
H 1.85117 3.14332 0.29139 -0.08 -0.04 0.02 0.19
H -7.96858 2.47780 -0.89581 -0.02 0.01 0.00 0.31
H 1.35783 -1.73937 -0.09342 0.00 -0.05 0.02 0.58
H -0.15135 2.41280 -0.81545 0.00 -0.04 -0.02 0.13
H 3.13804 -2.91573 -2.11437 0.22 -0.19 -0.18 0.32
H 0.36074 -3.52461 0.67276 -0.03 0.08 -0.04 0.14
H 4.26315 1.22709 -2.62968 0.00 0.03 0.02 0.41
H 0.62345 -3.92749 2.35914 0.02 0.07 -0.03 0.34
H 0.44599 3.61733 2.95759 0.06 -0.08 0.04 0.39
H -1.22520 -5.23563 1.31049 -0.02 0.05 0.03 0.42
H -0.84129 -0.79051 0.03704 -0.12 -0.08 -0.06 0.23
H 4.01984 -2.18201 1.24072 -0.03 -0.08 -0.04 0.45
H -1.43691 1.18282 1.38088 -0.18 -0.17 0.14 -0.12
H -2.16675 -1.71072 0.73089 0.09 -0.05 0.01 0.61
H 2.88221 2.00480 -3.42294 0.03 0.00 -0.02 0.46
H 4.64211 1.64370 -4.83892 0.01 0.01 -0.01 0.32
H -2.97442 0.48508 0.83611 0.07 0.14 0.06 -0.12
H -4.52766 2.68356 0.03768 0.00 -0.01 0.00 0.12
H -1.75929 -4.34386 2.73103 -0.04 0.10 -0.06 0.36
H 0.53557 0.68405 0.76985 0.17 0.25 -0.01 -0.02
H -5.77526 3.13687 -1.13763 -0.02 0.01 0.01 0.37
H 2.64169 1.00955 -1.97078 -0.01 -0.05 -0.02 -0.32
H -8.97211 1.09387 -0.46579 0.00 0.02 0.01 0.29
H -8.53160 1.38095 -2.15579 0.00 0.03 -0.01 0.28
H 0.13269 1.35599 3.18185 -0.01 -0.01 -0.13 0.43
H -7.03076 -0.34659 -1.13103 0.01 0.01 0.00 0.24
H 1.19329 4.63275 0.91117 0.03 -0.07 0.01 0.45
H 2.69222 -3.24423 1.75843 0.04 0.03 0.03 0.30
H 4.16233 1.13607 -6.45773 -0.01 0.02 0.01 0.29
H -6.21690 2.84918 0.55125 -0.01 0.02 -0.01 0.35
H 1.85493 1.35475 3.44707 -0.10 0.05 0.03 0.42
H -2.40908 0.18790 2.49135 -0.02 0.07 -0.04 0.32
H 5.53904 0.36511 -5.65531 0.01 0.01 0.02 0.29
H 2.17049 3.44068 2.71981 -0.04 -0.01 -0.05 0.44
H 3.48016 -1.04310 -5.42347 0.00 0.00 0.01 0.25
```
Forces are in eV/Å.

Properties
HOMO level in eV: -8.79
LUMO energy in eV: 0.50
DFT total energy in eV: -60250.96206
Total charge: 0

total charge of number 2 (C20H36ClFN2O5P)? +1

Among the records above, which one has the highest DFT total energy? C20H36ClFN2O5P

Which of these has the lowest DFT total energy? C20H36Cl9FO4